Record 1
{
  "formula": "C6H10",
  "method": "wB97M-V/def2-TZVPD",
  "species": ["C", "C", "C", "C", "C", "C", "H", "H", "H", "H", "H", "H", "H", "H", "H", "H"],
  "coordinates": [[2.6266, -1.4642, 0.6448], [1.7622, -0.5632, 0.1410], [0.3168, -0.5099, 0.5276], [-0.4979, -0.1181, -0.4910], [-1.9383, 0.4082, -0.1295], [-1.8926, 1.9305, -0.4998], [3.5010, -1.6955, 0.0447], [2.6248, -1.8571, 1.5964], [1.9143, -0.0484, -0.7633], [0.0115, -1.2790, 1.2345], [-0.1940, 0.3716, -1.3699], [-2.1406, -0.0940, 0.8470], [-2.5060, -0.2239, -0.8705], [-0.9164, 2.2711, -0.5303], [-2.1401, 2.0715, -1.6196], [-2.4152, 2.3842, 0.2722]],
  "atomic_forces_ev_per_a": [[0.60, 2.04, -2.62], [-1.26, -2.23, 1.61], [1.45, -0.74, -2.84], [-1.55, 1.51, 4.08], [1.53, -3.44, -2.56], [-1.03, -2.84, -2.00], [0.27, 0.24, 0.28], [-0.70, -1.17, 1.84], [0.71, 0.41, -1.12], [-0.41, 0.91, 0.74], [1.15, 0.23, -1.12], [-0.30, 1.61, -0.32], [-0.51, 1.16, 0.67], [2.19, 0.61, 0.70], [-0.71, -0.06, 2.04], [-1.42, 1.76, 0.63]],
  "nbo_charge": [-0.3938, -0.1847, -0.2597, -0.1271, -0.4469, -0.6078, 0.1911, 0.1911, 0.1877, 0.2094, 0.1734, 0.2190, 0.2017, 0.2073, 0.2162, 0.2231],
  "lumo_energy_ha": 0.0331,
  "largest_force_ev_per_a": 4.624,
  "homo_ev": -8.3,
  "e_above_lowest_ev": 3.032,
  "molar_mass_g_mol": 82.15,
  "total_energy_ev": -6380.827
}

Record 2
{
  "formula": "C29H46InN4O4S2SbTe",
  "method": "wB97M-V/def2-TZVPD",
  "species": ["In", "O", "C", "O", "C", "C", "C", "C", "C", "N", "C", "O", "O", "H", "H", "H", "H", "H", "C", "S", "C", "S", "N", "N", "C", "C", "C", "C", "C", "C", "N", "H", "H", "H", "H", "H", "H", "H", "H", "C", "Te", "C", "H", "H", "H", "H", "H", "H", "C", "C", "C", "C", "Sb", "C", "C", "C", "C", "C", "C", "C", "C", "H", "H", "H", "H", "H", "H", "H", "H", "H", "H", "H", "H", "H", "H", "H", "H", "H", "H", "H", "H", "H", "H", "H", "H", "H", "H", "H"],
  "coordinates": [[0.1972, -0.0950, 0.0697], [-0.2507, -1.8147, 4.3524], [-0.2389, -1.4248, 3.0906], [0.4286, -0.5121, 2.6569], [-1.1890, -2.1920, 2.2255], [-2.0336, -3.1784, 2.7002], [-2.9783, -3.7082, 1.8245], [-3.0752, -3.1971, 0.5407], [-2.1759, -2.2109, 0.1583], [-1.2266, -1.7608, 0.9662], [-2.2786, -1.4185, -1.1192], [-3.4901, -1.5333, -1.7048], [-1.6749, -0.3202, -1.1661], [0.3753, -1.2746, 4.8665], [-1.9676, -3.5036, 3.7272], [-3.6601, -4.4775, 2.1594], [-3.8437, -3.5244, -0.1440], [-3.6255, -0.7467, -2.2579], [3.9558, 4.0404, -1.4114], [3.2096, 2.7574, -2.4314], [2.0423, 2.0728, -1.3567], [1.0690, 0.8283, -2.1004], [1.9584, 2.5349, -0.1413], [0.9356, 1.9752, 0.5738], [0.4761, 2.6264, 1.5659], [-0.7861, 2.1716, 2.1649], [-1.3537, 2.8469, 3.2318], [-2.6145, 2.4622, 3.6662], [-3.2622, 1.4345, 3.0026], [-2.6124, 0.8096, 1.9465], [-1.3967, 1.1537, 1.5405], [4.6995, 4.5112, -2.0511], [4.4371, 3.6097, -0.5376], [3.2118, 4.7719, -1.1098], [0.9307, 3.5627, 1.8752], [-0.8251, 3.6675, 3.6968], [-3.0893, 2.9719, 4.4925], [-4.2574, 1.1237, 3.2833], [-3.0977, 0.0137, 1.3964], [-1.2441, -1.4711, -4.1823], [-0.9638, -2.9938, -2.7396], [-2.6154, -4.1940, -3.3003], [-0.5579, -1.6301, -5.0082], [-1.0318, -0.5196, -3.6968], [-2.2747, -1.5094, -4.5289], [-3.5256, -3.6143, -3.1626], [-2.6188, -5.0850, -2.6792], [-2.4925, -4.4759, -4.3418], [3.5028, -4.9246, 0.8547], [2.3492, -3.9442, 1.0483], [1.9864, -3.9629, 2.5290], [1.1462, -4.4200, 0.2330], [2.7653, -1.8713, 0.3762], [3.8966, -2.1039, -1.5157], [2.9075, -2.4815, -2.6124], [4.5588, -0.7703, -1.8448], [4.9823, -3.1786, -1.4653], [4.1947, -0.9301, 1.7754], [5.5377, -1.6479, 1.7109], [3.6712, -0.9441, 3.2092], [4.3542, 0.5323, 1.3648], [3.2525, -5.8467, 1.3859], [4.4467, -4.5659, 1.2610], [3.6537, -5.1923, -0.1856], [1.6249, -4.9625, 2.7855], [1.1956, -3.2615, 2.7814], [2.8442, -3.7641, 3.1660], [0.8820, -5.4359, 0.5413], [1.3595, -4.4497, -0.8369], [0.2686, -3.7870, 0.3926], [2.1380, -1.7220, -2.7518], [2.4371, -3.4466, -2.4238], [3.4541, -2.5688, -3.5556], [3.8752, 0.0751, -1.8003], [4.9404, -0.8244, -2.8680], [5.4143, -0.5735, -1.1990], [4.5735, -4.1820, -1.5424], [5.6228, -3.1270, -0.5871], [5.6217, -3.0340, -2.3400], [5.4705, -2.6869, 2.0346], [6.2331, -1.1448, 2.3881], [5.9807, -1.6166, 0.7172], [3.5294, -1.9443, 3.6084], [2.7410, -0.3865, 3.3079], [4.4191, -0.4535, 3.8373], [4.8200, 0.6607, 0.3895], [4.9970, 1.0232, 2.1010], [3.4043, 1.0662, 1.3603]],
  "atomic_forces_ev_per_a": [[0.12, 0.12, 0.13], [0.09, 0.09, -0.01], [-0.07, -0.03, 0.07], [0.18, -0.11, 0.03], [0.06, -0.06, 0.09], [0.01, 0.03, -0.06], [0.05, 0.05, -0.04], [0.01, -0.05, 0.07], [0.04, -0.04, -0.19], [-0.11, 0.06, -0.04], [-0.48, 0.29, 0.28], [0.06, 0.04, 0.11], [0.11, -0.17, -0.23], [-0.07, -0.06, -0.03], [0.00, 0.00, 0.03], [-0.01, -0.02, 0.01], [-0.02, -0.01, -0.02], [0.00, -0.04, 0.00], [0.03, -0.01, -0.01], [0.01, -0.01, 0.01], [0.11, 0.02, -0.02], [-0.06, 0.01, -0.01], [-0.09, -0.11, -0.03], [0.15, 0.08, 0.24], [-0.10, -0.03, -0.07], [0.06, 0.05, -0.02], [-0.04, -0.04, -0.01], [0.01, -0.01, -0.02], [0.04, 0.00, -0.01], [-0.02, 0.03, 0.01], [0.00, 0.08, -0.05], [0.01, 0.01, 0.01], [0.00, 0.00, -0.01], [-0.01, 0.00, 0.00], [-0.02, 0.03, -0.03], [0.01, 0.01, 0.01], [-0.01, 0.01, 0.02], [-0.03, -0.01, 0.00], [-0.04, -0.02, 0.01], [0.00, 0.01, 0.02], [0.37, -0.31, -0.16], [-0.03, 0.08, -0.04], [-0.03, 0.00, -0.02], [-0.02, 0.02, -0.02], [0.02, 0.01, -0.01], [0.01, -0.04, 0.01], [-0.01, -0.02, 0.02], [0.00, -0.03, -0.01], [0.03, 0.01, -0.05], [-0.05, 0.00, 0.02], [-0.03, 0.03, -0.01], [-0.01, 0.01, -0.01], [-0.05, -0.03, -0.01], [0.01, -0.04, 0.04], [-0.06, 0.06, -0.01], [-0.02, 0.05, 0.00], [0.01, -0.06, 0.04], [-0.06, 0.01, -0.02], [0.02, 0.00, 0.01], [-0.03, -0.04, -0.02], [0.02, 0.02, -0.05], [-0.01, -0.04, 0.02], [0.03, 0.03, 0.01], [0.00, 0.01, -0.03], [-0.03, -0.04, 0.00], [0.01, 0.04, 0.04], [0.04, 0.01, 0.02], [0.00, -0.04, 0.01], [-0.01, 0.01, 0.02], [0.01, -0.02, -0.03], [-0.04, 0.04, 0.00], [-0.04, -0.02, 0.00], [0.01, 0.00, -0.03], [-0.01, 0.02, 0.00], [0.01, 0.01, -0.03], [-0.01, 0.01, 0.01], [0.01, 0.01, 0.01], [-0.03, -0.03, -0.03], [0.03, 0.01, -0.03], [-0.01, -0.04, -0.01], [0.02, 0.02, 0.04], [0.00, 0.02, 0.02], [0.01, -0.06, 0.01], [-0.04, 0.02, -0.02], [0.01, 0.03, 0.04], [-0.03, -0.01, -0.01], [0.04, 0.02, 0.01], [-0.04, 0.01, 0.02]],
  "mulliken_charge": [1.6598, -0.4804, -0.6479, -0.0902, 0.1303, -0.7837, -1.2673, -0.8361, -0.0329, 1.9683, 0.5113, -0.5170, -0.8877, 0.5007, 0.6803, 0.5179, 0.6983, 0.4250, -0.7813, 0.0688, 0.1886, -0.3270, -1.0907, 0.4204, -0.8482, 0.9962, -0.9358, -0.4390, -1.1291, 0.0040, 0.1714, 0.3911, 0.1936, 0.2861, 0.4951, 0.5060, 0.4821, 0.4816, 0.4743, -1.0626, 0.4906, -1.1037, 0.4052, 0.2722, 0.4587, 0.3514, 0.3717, 0.3835, -1.7354, 1.8929, -1.7647, -1.7977, 0.8574, 1.9213, -1.5607, -1.8861, -1.7641, 1.6742, -1.6730, -1.6308, -1.7476, 0.5139, 0.2567, 0.3379, 0.5410, 0.3402, 0.4572, 0.4433, 0.2591, 0.3098, 0.0192, 0.3727, 0.4506, 0.0162, 0.5937, 0.3486, 0.3524, 0.3204, 0.5284, 0.2634, 0.5182, 0.3324, 0.3305, 0.1424, 0.5450, 0.2251, 0.5193, 0.1529],
  "lumo_energy_ha": -0.2277,
  "largest_force_ev_per_a": 0.631,
  "homo_ev": -13.2,
  "e_above_lowest_ev": 1.115,
  "charge": 2,
  "molar_mass_g_mol": 943.02,
  "total_energy_ev": -85632.169
}

Record 3
{
  "formula": "C6H12S2",
  "method": "wB97M-V/def2-TZVPD",
  "species": ["C", "C", "C", "C", "C", "C", "H", "H", "H", "H", "H", "H", "H", "H", "H", "H", "H", "H", "S", "S"],
  "coordinates": [[-1.3271, 1.4082, 2.1079], [0.3962, 0.9892, -0.1881], [1.7499, 0.9659, 0.3810], [0.0429, 0.1591, -1.2496], [-1.2809, 0.0469, -1.8057], [0.8091, -2.4766, -0.5948], [-2.0742, 0.6033, 1.9253], [-0.4207, 0.9299, 2.6899], [-1.7845, 2.0581, 2.9162], [1.9139, 0.5322, 1.4182], [2.2870, 1.9427, 0.3096], [2.3939, 0.3989, -0.2051], [-1.4258, -1.0199, -2.8262], [-1.6360, 1.2319, -1.9515], [-1.9753, -0.4928, -0.5848], [1.3192, -3.3049, -0.7327], [0.7395, -2.2807, 0.5708], [-0.1648, -2.9240, -1.0726], [-0.7720, 2.2739, 0.4839], [1.2096, -1.0414, -1.5916]],
  "atomic_forces_ev_per_a": [[1.16, -0.90, 1.29], [-1.58, -0.15, -1.26], [1.39, 1.37, 1.99], [0.91, 1.10, 3.53], [-4.01, -1.22, 0.64], [-5.67, 2.86, 1.90], [0.65, 0.57, -0.20], [-1.52, 0.88, -1.53], [0.53, -0.03, -1.55], [-0.73, 0.77, -0.93], [-0.92, -0.20, 0.59], [0.84, -1.28, -1.02], [0.44, 3.99, 3.24], [0.04, -3.71, -0.16], [1.42, 1.59, -4.00], [3.87, -3.34, -0.89], [-0.14, -0.27, -2.46], [0.92, 1.19, 1.57], [0.13, -1.45, 1.06], [2.26, -1.78, -1.82]],
  "nbo_charge": [-0.7330, -0.0615, -0.6919, -0.2947, -0.6282, -0.7522, 0.2157, 0.2208, 0.2391, 0.2220, 0.2294, 0.2439, 0.2607, 0.2687, 0.2044, 0.2241, 0.2177, 0.2167, 0.1561, 0.2425],
  "lumo_energy_ha": 0.0083,
  "largest_force_ev_per_a": 6.625,
  "homo_ev": -8.3,
  "e_above_lowest_ev": 6.105,
  "molar_mass_g_mol": 148.30,
  "total_energy_ev": -28081.196
}

Record 4
{
  "formula": "C2H3NO2S",
  "method": "wB97M-V/def2-TZVPD",
  "species": ["C", "C", "N", "O", "O", "S", "H", "H", "H"],
  "coordinates": [[0.4173, 0.7272, -0.3780], [1.4742, 0.0747, 0.3602], [-1.3066, -1.1162, -0.9451], [0.0470, 1.7663, -0.7380], [-3.5572, -0.8892, 0.1450], [-2.3537, -0.2010, -0.3996], [2.4001, -0.0516, -0.0745], [1.2469, -0.9213, 0.7516], [1.6320, 0.6111, 1.2785]],
  "atomic_forces_ev_per_a": [[-1.83, 1.40, -1.56], [-1.41, -1.56, 2.26], [1.89, 1.47, 0.41], [0.78, -2.22, 0.66], [0.98, 1.11, -0.72], [-1.51, -1.41, 1.01], [1.80, 0.27, -1.79], [-0.69, 0.04, -0.60], [-0.02, 0.90, 0.33]],
  "nbo_charge": [0.8669, -0.7974, -0.9261, -0.3588, -0.9123, 1.2555, 0.2887, 0.3010, 0.2826],
  "lumo_energy_ha": [-0.0509, -0.0548],
  "largest_force_ev_per_a": 3.086,
  "homo_ev": [-8.9, -8.8],
  "e_above_lowest_ev": 4.763,
  "molar_mass_g_mol": 105.12,
  "total_energy_ev": -18538.690
}

Record 5
{
  "formula": "C9H16N3",
  "method": "wB97M-V/def2-TZVPD",
  "species": ["C", "C", "C", "C", "C", "C", "C", "H", "H", "H", "H", "H", "H", "H", "H", "C", "C", "N", "N", "N", "H", "H", "H", "H", "H", "H", "H", "H"],
  "coordinates": [[1.4235, -0.2515, 2.9691], [0.4229, 1.8006, 1.9051], [0.3459, 0.4407, 2.1756], [-0.5407, 2.4100, 1.0970], [-0.7540, -0.2666, 1.6798], [-1.6005, 1.6929, 0.5663], [-1.6970, 0.3360, 0.8525], [1.1209, 2.4592, 2.3990], [-0.5231, 3.4941, 1.0536], [1.0610, -0.7514, 3.8697], [2.1813, 0.4473, 3.2962], [-0.9597, -1.2086, 2.1704], [-2.3788, 2.1793, -0.0055], [-2.4416, -0.3058, 0.4112], [1.8807, -0.9865, 2.3100], [-0.3314, -2.6097, -2.1301], [0.3913, -0.2482, -1.9867], [-0.0523, -1.3540, -1.4279], [0.5026, -0.1644, -3.3051], [0.8555, 0.8090, -1.2500], [-0.4652, -1.2336, -0.5102], [0.1218, -0.8027, -3.9853], [0.8307, 0.7164, -3.6809], [1.6188, 0.6023, -0.6163], [0.2098, 1.5218, -0.9290], [-0.3167, -3.3853, -1.3834], [0.4034, -2.7657, -2.9179], [-1.3091, -2.5758, -2.6269]],
  "atomic_forces_ev_per_a": [[-0.32, 0.03, 0.02], [-0.65, 0.17, -0.40], [0.16, 0.24, 0.23], [-0.19, 0.43, 0.88], [-0.02, 0.41, 0.60], [-0.04, -0.14, -0.21], [0.57, -0.35, 0.13], [0.44, -0.23, -0.04], [-0.01, -0.07, -0.37], [-0.17, -0.10, -0.19], [0.21, 0.18, -0.05], [0.09, -0.53, -0.60], [0.06, 0.07, -0.10], [-0.63, 0.20, 0.16], [0.21, -0.19, 0.19], [-0.41, 0.78, -0.41], [0.05, -0.57, -0.55], [-0.18, -0.13, -0.10], [0.00, 0.71, -0.40], [0.42, 0.31, -0.16], [0.49, 0.02, 0.28], [-0.19, -0.21, 0.30], [0.21, -0.18, 0.19], [-0.49, -0.06, 0.17], [0.04, -0.13, -0.03], [0.08, -0.41, -0.05], [0.24, -0.20, 0.28], [0.04, -0.05, 0.25]],
  "nbo_charge": [-0.6405, -0.2235, 0.0211, -0.2195, -0.2697, -0.2585, -0.2138, 0.2310, 0.2343, 0.2380, 0.2286, 0.2301, 0.2348, 0.2177, 0.2196, -0.4324, 0.6949, -0.5330, -0.7301, -0.8829, 0.4462, 0.4217, 0.4374, 0.4246, 0.4420, 0.2431, 0.2206, 0.2183],
  "lumo_energy_ha": -0.1061,
  "largest_force_ev_per_a": 0.997,
  "homo_ev": -12.6,
  "e_above_lowest_ev": 0.902,
  "charge": 1,
  "molar_mass_g_mol": 166.25,
  "total_energy_ev": -14057.202
}

Record 6
{
  "formula": "C2F6NO3S2Y",
  "method": "wB97M-V/def2-TZVPD",
  "species": ["N", "S", "O", "C", "F", "F", "F", "S", "O", "O", "C", "F", "F", "F", "Y"],
  "coordinates": [[0.5023, 0.0723, 1.5030], [1.7210, 1.0131, 0.9061], [-0.1755, 0.9377, -2.4306], [2.6272, -0.1512, -0.2011], [2.1092, -1.3714, -0.2798], [3.8841, -0.2576, 0.2120], [2.6270, 0.4073, -1.4074], [-1.0316, 0.1724, 1.0187], [-1.4007, 1.5115, 0.4236], [-1.7293, -0.0715, 2.2886], [-2.0292, -1.0067, -0.0494], [-2.5480, -0.3187, -1.0749], [-1.2648, -2.0067, -0.4454], [-3.0593, -1.5029, 0.6154], [-0.2324, 2.5723, -1.0788]],
  "atomic_forces_ev_per_a": [[-0.93, -0.09, -1.26], [-1.02, 0.20, -0.53], [-0.10, 1.59, 1.14], [0.36, -0.66, 0.06], [-0.15, 0.79, 0.18], [-0.06, 0.14, 0.01], [0.18, 0.14, -0.93], [-0.78, -1.11, 6.70], [1.12, 1.64, -1.91], [0.69, 0.49, -2.59], [-0.84, -0.93, -0.64], [0.62, -0.10, -0.24], [0.13, 0.32, -0.28], [0.70, 0.36, 0.11], [0.08, -2.79, 0.18]],
  "mulliken_spin": [-0.0006, 0.0013, 1.0196, 0.0004, 0.0000, 0.0005, 0.0005, -0.0037, 0.0085, 0.0008, -0.0018, 0.0045, 0.0002, 0.0007, -0.0307],
  "lumo_energy_ha": [-0.2446, -0.2705],
  "largest_force_ev_per_a": 6.840,
  "s2": 0.7566,
  "homo_ev": [-13.7, -13.7],
  "e_above_lowest_ev": 1.366,
  "charge": 1,
  "multiplicity": 2,
  "molar_mass_g_mol": 353.05,
  "total_energy_ev": -48713.770
}

- What is the formula in the second record?
  C29H46InN4O4S2SbTe